{"formula": "C6H14N2", "method": "the ωB97M-V functional and the def2-TZVPD basis", "elements": ["C", "C", "C", "C", "C", "N", "C", "N", "H", "H", "H", "H", "H", "H", "H", "H", "H", "H", "H", "H", "H", "H"], "coordinates": [[-0.57440, 0.03897, -1.16616], [0.49375, -0.10120, -0.06319], [-0.82099, -0.39326, 1.95697], [-0.07724, -0.60892, -2.45977], [-0.94522, 1.50515, -1.38505], [0.09188, 0.44271, 1.21774], [1.94146, 0.30004, 2.36360], [2.35635, -0.78691, 2.63592], [-1.47038, -0.50017, -0.83957], [1.94573, -1.69718, 2.43667], [0.76734, -1.17119, 0.01809], [1.39134, 0.43687, -0.39422], [1.09077, 1.07746, 1.90008], [-0.46131, -1.43455, 2.07793], [-1.79288, -0.45548, 1.45622], [-0.99262, 0.03157, 2.94810], [0.82291, -0.10548, -2.82150], [0.16452, -1.66341, -2.31106], [-0.08067, 2.06656, -1.74894], [-1.74186, 1.59958, -2.12532], [-0.83382, -0.54391, -3.24358], [-1.27466, 1.96275, -0.45297]], "forces_ev_per_a": [[0.1, 0.1, 0.0], [-0.1, 0.1, 0.2], [0.2, 0.2, 0.0], [-0.1, 0.0, 0.1], [0.0, -0.2, 0.0], [0.7, 0.9, 0.4], [1.5, -0.2, 0.8], [-0.6, 0.2, -0.3], [0.0, 0.0, 0.0], [0.0, 0.0, 0.0], [0.0, 0.0, 0.0], [0.0, 0.0, 0.0], [-2.0, -1.2, -1.3], [0.0, 0.0, 0.0], [0.0, 0.0, 0.0], [0.0, 0.0, 0.0], [0.0, 0.0, 0.0], [0.0, 0.0, 0.0], [0.0, 0.0, 0.0], [0.0, 0.0, 0.0], [0.0, 0.0, 0.0], [0.0, 0.0, 0.0]], "nbo_charge": [-0.22, -0.24, -0.43, -0.60, -0.61, -0.61, 0.26, -0.65, 0.19, 0.41, 0.15, 0.19, 0.37, 0.14, 0.20, 0.20, 0.20, 0.21, 0.20, 0.20, 0.21, 0.22], "energy_ev": -9425.5945, "homo_lumo_gap_ev": 8.812, "e_above_lowest_ev": 3.8898, "lumo_energy_ev": 0.907, "charge": 0}

---

{"formula": "C3H4N2O3", "method": "the ωB97M-V functional and the def2-TZVPD basis", "elements": ["C", "C", "C", "H", "H", "H", "H", "N", "N", "O", "O", "O"], "coordinates": [[-0.34709, -0.63455, -1.94688], [0.14988, 0.81817, -0.31839], [0.16974, 0.37748, 2.11435], [2.18098, -1.57978, -0.83884], [-0.60919, -1.89129, -2.20637], [-0.11685, 1.43644, -1.33122], [1.25519, 0.15579, 2.53193], [0.79613, -0.06870, -0.96154], [-0.25221, 1.05680, 0.96589], [1.08895, -1.16190, -0.11448], [-1.17019, 0.17357, -2.41874], [-0.71285, -0.06222, 2.87317]], "forces_ev_per_a": [[-3.8, 1.0, -2.4], [-3.9, 7.2, 3.8], [-1.4, -2.3, 2.4], [-4.6, 1.4, 3.6], [1.8, 3.5, 1.3], [-0.5, 0.1, 3.5], [-1.5, 1.1, -1.7], [0.0, -6.8, -2.1], [2.6, -0.5, -4.6], [5.9, -2.4, -3.7], [3.4, -3.5, 1.3], [1.8, 1.0, -1.5]], "nbo_charge": [0.49, 0.29, 0.48, 0.47, 0.23, 0.23, 0.14, -0.22, -0.52, -0.53, -0.50, -0.56], "energy_ev": -12290.6151, "homo_lumo_gap_ev": 8.512, "e_above_lowest_ev": 8.3803, "lumo_energy_ev": -1.044, "charge": 0}

---

{"formula": "C29H52BrCl20F5N2O8S", "method": "the ωB97M-V functional and the def2-TZVPD basis", "elements": ["C", "C", "C", "Br", "C", "O", "C", "N", "C", "C", "C", "C", "O", "C", "O", "C", "C", "O", "C", "O", "C", "O", "N", "C", "C", "C", "S", "O", "O", "C", "F", "F", "C", "F", "F", "F", "H", "H", "H", "H", "H", "H", "H", "H", "H", "H", "H", "H", "H", "H", "H", "H", "H", "H", "H", "H", "H", "H", "H", "H", "H", "H", "H", "H", "H", "H", "H", "H", "C", "Cl", "Cl", "H", "H", "C", "Cl", "Cl", "H", "H", "C", "Cl", "Cl", "H", "H", "C", "Cl", "Cl", "H", "H", "C", "Cl", "Cl", "H", "H", "C", "Cl", "Cl", "H", "H", "C", "Cl", "Cl", "H", "H", "C", "Cl", "Cl", "H", "H", "C", "Cl", "Cl", "H", "H", "C", "Cl", "Cl", "H", "H"], "coordinates": [[4.04784, -4.97218, 2.95901], [4.33084, -3.59195, 3.81840], [4.81344, -2.31641, 2.88697], [5.13972, -0.64322, 4.00889], [3.77382, -2.01279, 1.61300], [3.26073, -0.65390, 1.76633], [1.94308, -0.57244, 2.39037], [1.65408, -1.69973, 3.40440], [1.81900, 0.81636, 3.31464], [1.70894, 2.19204, 2.44057], [3.14322, 2.72883, 1.81364], [3.82657, 3.95963, 2.66885], [5.22127, 4.25380, 2.27342], [5.35403, 4.40697, 0.81215], [4.78932, 5.44686, 0.13931], [0.67194, -0.64951, 1.31226], [1.10254, -0.37577, -0.24310], [1.88257, 0.84911, -0.47688], [1.08532, 1.91294, -1.10798], [-0.03940, -1.96389, 1.37715], [-1.36744, -1.88228, 0.75274], [-1.36055, -2.89214, -0.35795], [-2.53085, -2.18910, 1.67176], [-3.66626, -1.48916, 1.24812], [-4.36139, -1.71352, -0.25016], [-4.46447, -0.39589, 2.22467], [4.89168, -2.13550, 0.06482], [4.03963, -2.19218, -1.26319], [5.68610, -3.50020, 0.06384], [6.05905, -0.68880, -0.13090], [5.90750, 0.39506, 0.86468], [5.83615, -0.09676, -1.50342], [7.67060, -1.10875, -0.11591], [8.42315, 0.19115, -0.11003], [8.06469, -1.84769, -1.33923], [7.94154, -1.82009, 1.15783], [4.68761, -4.96293, 1.97882], [2.89342, -5.05742, 2.78751], [4.40451, -5.90340, 3.61090], [3.43907, -3.35430, 4.53930], [5.26024, -3.84017, 4.52652], [5.90577, -2.60966, 2.50207], [2.97782, -2.85380, 1.45718], [0.70428, -1.54950, 3.84626], [2.33106, -1.50782, 4.18673], [2.64764, 0.89956, 4.13421], [0.78583, 0.70040, 3.89580], [1.36839, 3.04555, 3.20243], [0.84219, 2.11204, 1.65694], [3.96802, 1.88784, 1.73182], [2.90124, 3.08702, 0.70740], [3.85981, 3.58908, 3.80294], [3.19531, 4.96035, 2.64757], [5.95566, 3.64899, 0.12062], [-0.16810, 0.15582, 1.58125], [1.65598, -1.36700, -0.61256], [0.15058, -0.29397, -0.95992], [0.61484, 1.62934, -2.14523], [0.17424, 2.25544, -0.42101], [1.73871, 2.89376, -1.26734], [-1.60602, -0.85291, 0.23160], [-1.14603, -2.38977, -1.22091], [-3.81428, -1.05338, -1.05952], [-5.50001, -1.35610, -0.26769], [-4.38557, -2.85648, -0.56772], [-4.11443, -0.48592, 3.35870], [-5.62820, -0.51435, 2.17753], [-4.22809, 0.68720, 1.78284], [-1.63394, -3.90406, -4.05491], [-2.47504, -3.33084, -5.50037], [-0.71505, -2.59941, -3.29427], [-2.37004, -4.28335, -3.34198], [-0.94692, -4.70546, -4.33735], [0.48303, 4.12424, -4.06048], [0.64491, 4.93143, -2.49598], [0.17011, 2.39651, -3.85545], [-0.34862, 4.57389, -4.60833], [1.40958, 4.25354, -4.62508], [-3.50337, 4.86804, -5.04730], [-2.87734, 4.22092, -6.56872], [-3.11730, 3.79796, -3.69419], [-3.05417, 5.84744, -4.86575], [-4.58881, 4.96835, -5.12320], [3.16606, -7.08444, 6.35489], [2.32496, -6.51122, 4.90943], [4.08495, -5.77979, 7.11552], [2.42996, -7.46373, 7.06782], [3.85308, -7.88584, 6.07245], [-6.52232, 1.67054, -0.92365], [-6.99592, -0.01679, -1.15605], [-4.78081, 1.87862, -1.14478], [-7.05009, 2.29158, -1.65147], [-6.79184, 1.97944, 0.08924], [-8.52526, 4.99854, 0.67200], [-7.89924, 4.35142, -0.84942], [-8.13920, 3.92846, 2.02512], [-8.07606, 5.97794, 0.85356], [-9.61070, 5.09885, 0.59611], [-4.82893, -0.21676, 6.77564], [-4.45575, 0.72546, 5.32708], [-3.60993, -1.46662, 7.05299], [-4.85463, 0.45291, 7.63868], [-5.80428, -0.69283, 6.64891], [0.38356, -3.73143, 6.39292], [-0.45754, -3.15822, 4.94746], [1.30244, -2.42679, 7.15356], [-0.35255, -4.11072, 7.10585], [1.07057, -4.53283, 6.11048], [-3.38096, 3.41478, -10.44067], [-4.71954, 2.26292, -10.52326], [-3.78936, 4.92467, -11.26435], [-3.16088, 3.62972, -9.39218], [-2.50278, 2.97459, -10.91924], [-3.60482, 1.48306, -13.81938], [-4.07843, -0.20427, -14.05179], [-1.86332, 1.69113, -14.04051], [-4.13260, 2.10410, -14.54721], [-3.87435, 1.79196, -12.80650]], "forces_ev_per_a": [[0.5, 0.4, 0.4], [1.1, -0.5, 0.8], [0.5, -1.9, -0.3], [-0.2, -1.5, -0.8], [0.7, 1.1, 2.2], [-0.9, -2.4, -0.1], [-2.7, 0.3, 1.8], [1.3, 1.7, -0.2], [-0.8, 0.5, -0.9], [0.4, 0.9, 1.3], [0.1, 0.2, -1.0], [-1.7, -0.4, 1.1], [-0.7, -0.6, -3.8], [-3.3, 5.4, -2.8], [3.5, -6.8, 4.7], [-1.0, 1.2, -0.7], [-0.5, -1.0, -0.9], [-1.6, -0.4, -0.2], [-0.7, 0.7, 0.4], [-1.2, 2.1, -0.6], [-0.9, -1.6, -2.6], [0.4, 2.6, -0.1], [-2.1, 5.3, -1.4], [1.2, -1.8, 0.5], [-0.3, 0.4, 0.2], [0.2, -1.0, 0.0], [-2.3, -6.6, -6.3], [2.6, 1.5, 5.2], [-1.9, 5.4, 1.4], [1.9, 4.1, -1.5], [0.2, -3.5, -3.0], [0.6, -1.9, 4.6], [1.3, 0.8, 0.0], [-2.3, -4.7, 0.0], [-1.3, 2.5, 4.8], [-0.5, 2.3, -4.6], [-1.4, 0.0, 1.7], [2.4, 0.1, -0.1], [-0.8, 2.2, -1.6], [1.7, -0.3, -1.6], [-2.0, 0.8, -1.5], [-2.6, 0.7, 0.7], [1.5, 1.6, 0.1], [1.5, -0.1, -1.2], [-0.8, -0.2, -0.8], [-1.3, -0.4, -1.8], [2.2, 0.1, -1.3], [0.6, -1.8, -1.5], [2.0, 0.1, 1.4], [-1.9, 1.5, 0.2], [0.7, -0.7, 2.4], [0.3, 1.0, -2.5], [1.2, -2.1, -0.2], [-1.0, 1.3, 2.2], [2.1, -1.5, -0.2], [-0.7, 2.4, 0.7], [1.7, -0.3, 1.8], [1.5, -0.1, 3.2], [1.7, -0.7, -1.1], [-1.1, -2.5, 0.4], [1.1, -1.7, 1.3], [-0.4, -1.3, 2.2], [-0.9, -1.4, 1.5], [3.1, -0.8, 0.5], [0.6, 2.5, 0.8], [-0.6, 0.1, -3.0], [2.1, 0.1, 0.0], [-0.2, -2.4, 0.9], [-0.2, -0.4, 0.1], [0.0, -0.1, 0.0], [0.3, 0.1, -0.5], [0.2, 0.2, -0.1], [-0.1, 0.3, 0.0], [0.0, 0.2, -0.4], [-0.1, 0.3, -0.1], [-0.5, 0.6, -2.0], [0.1, -0.2, 0.2], [-0.2, -0.1, 0.3], [-0.3, 0.3, 0.2], [0.0, 0.1, -0.1], [-0.1, 0.2, 0.0], [0.0, -0.3, -0.1], [0.3, -0.1, 0.0], [0.0, -0.4, 0.2], [-0.4, -0.4, 0.4], [0.0, 0.0, 0.0], [0.2, 0.2, -0.2], [-0.1, 0.3, 0.0], [-0.1, 0.0, 0.0], [-0.7, 0.4, -0.3], [0.0, 0.1, 0.1], [0.3, -0.5, 0.2], [0.1, -0.2, -0.3], [-0.2, 0.4, 0.1], [-0.3, 0.7, 0.0], [0.0, 0.1, 0.0], [0.0, -0.3, -0.1], [0.3, -0.2, 0.0], [-0.3, 0.0, 0.3], [-0.1, 0.3, 0.4], [-0.1, 0.0, 0.0], [0.1, -0.2, -0.3], [0.3, 0.1, -0.1], [-0.1, -0.3, 0.1], [-0.5, -0.5, 0.3], [0.1, 0.0, 0.1], [0.1, 0.2, -0.2], [-0.1, 0.3, 0.0], [0.4, 0.0, 0.2], [0.0, -0.1, 0.2], [0.1, 0.0, 0.0], [-0.2, 0.0, -0.3], [-0.3, 0.1, 0.0], [-0.3, 0.3, 0.1], [-0.1, 0.1, 0.0], [0.0, 0.1, 0.0], [0.2, -0.2, 0.1], [0.1, -0.2, -0.4]], "lowdin_charge": [-0.17, -0.27, -0.56, 0.70, -0.29, -0.19, -0.36, 0.03, -0.11, -0.17, -0.16, -0.19, -0.14, -0.13, -0.07, -0.15, -0.13, -0.24, -0.19, -0.10, -0.38, -0.12, 0.08, -0.24, -0.10, -0.09, 0.93, -0.35, -0.36, -0.22, 0.00, 0.00, -0.16, 0.03, 0.06, 0.04, 0.08, 0.06, 0.05, 0.09, 0.12, 0.10, 0.18, 0.00, 0.04, 0.09, 0.14, 0.12, 0.09, 0.11, 0.10, 0.14, 0.14, 0.17, 0.16, 0.14, 0.13, -0.06, 0.11, 0.06, 0.15, -0.03, 0.07, -0.03, 0.10, 0.00, 0.08, 0.09, -0.99, 0.51, 0.59, 0.04, 0.04, -0.96, 0.55, 0.60, -0.01, 0.04, -1.01, 0.52, 0.51, 0.03, 0.03, -0.98, 0.59, 0.52, 0.03, 0.03, -1.05, 0.58, 0.51, -0.05, -0.01, -0.99, 0.58, 0.52, 0.03, 0.03, -1.01, 0.55, 0.50, 0.03, 0.03, -1.00, 0.58, 0.50, 0.03, -0.04, -1.01, 0.54, 0.51, -0.02, 0.03, -1.05, 0.50, 0.50, 0.03, -0.06], "smiles": "CC[C@H](Br)[C@@H](O[C@@](N)(CCCCOC=O)[C@@H](COC)O[C@@H](O)N=C(C)C)S(=O)(=O)C(F)(F)C(F)(F)F.ClCCl.ClCCl.ClCCl.ClCCl.ClCCl.ClCCl.ClCCl.ClCCl.ClCCl.ClCCl", "energy_ev": -395171.8997, "homo_lumo_gap_ev": 8.353, "lumo_energy_ev": -0.038, "charge": 0}